No. 1
A structure of composition C23H26F3IN2OS in a non-equilibrium geometry. Source: the Open Molecules 2025 dataset; level of theory: the ωB97M-V functional and the def2-TZVPD basis.

Structure (XYZ):
```
57
Properties=species:S:1:pos:R:3:forces:R:3
C 1.6115 -2.1437 0.8080 -0.2 -0.8 -0.3
C 0.4943 -1.3536 1.4307 -0.5 0.7 0.1
C 0.9410 -0.0719 1.7431 -0.6 0.1 0.8
N 2.2378 0.1113 1.2406 1.0 -0.6 -0.6
C 2.6565 -1.0701 0.5271 1.3 -1.2 4.9
N 3.9747 -1.2988 1.0105 0.0 -0.2 -0.8
C 4.8170 -2.4179 0.6375 0.0 -0.4 0.1
C 4.4206 -0.1769 1.6711 -0.7 1.3 0.8
C 3.3580 0.6601 1.8576 1.3 0.0 0.3
C 0.1917 0.8610 2.4677 -0.3 -0.8 -0.3
C 0.7748 2.1470 2.9545 0.0 0.6 0.1
C -1.1364 0.4906 2.7224 0.3 -0.3 -0.1
C -1.6598 -0.7402 2.2946 0.1 0.1 0.0
C -3.1152 -1.0439 2.5299 -0.1 -0.1 -0.1
C -0.8332 -1.6749 1.6514 0.1 0.2 0.2
H 1.2965 -2.6670 -0.0904 0.1 -0.2 0.2
H 2.8585 -0.7604 -0.6097 0.3 0.3 -1.3
H 2.0145 -2.8750 1.4964 0.2 -0.2 0.4
H 4.2622 -3.0916 -0.0214 0.0 0.1 0.1
H 5.7451 -2.1337 0.1169 -0.4 0.2 0.1
H 5.0954 -2.9723 1.5458 0.0 0.1 -0.3
H 5.4401 -0.0839 2.0526 -0.5 0.0 -0.4
H 3.3131 1.6172 2.3682 0.1 -0.4 -0.2
H -0.0116 2.7288 3.4699 0.4 -0.2 -0.3
H 1.5962 1.9762 3.6796 -0.4 0.1 -0.4
H 1.1412 2.7473 2.0951 -0.1 -0.3 0.7
H -1.7882 1.1889 3.2604 0.3 -0.3 -0.2
H -3.2789 -2.1304 2.5063 -0.1 0.3 0.1
H -3.4348 -0.6420 3.5023 0.0 -0.2 -0.3
H -3.7399 -0.5786 1.7488 0.2 -0.2 0.2
H -1.2153 -2.6403 1.3269 -0.1 0.2 0.1
C -2.1390 -0.2478 -3.8604 -0.2 0.5 -0.3
C -1.3797 0.5610 -2.7506 -2.5 1.4 -2.5
C -0.4179 1.4902 -3.5125 0.2 0.0 0.5
C -2.3228 1.3062 -1.7796 0.2 0.5 -0.1
C -1.8475 2.1330 -0.7486 -0.7 0.1 0.2
I 0.0953 3.0072 -0.5529 -0.4 -0.1 0.2
C -2.6785 2.5043 0.3150 0.3 -0.4 -0.1
C -3.9861 2.0380 0.3836 -0.5 0.3 -0.4
C -4.5084 1.3061 -0.6953 0.6 -0.2 0.3
C -3.6680 0.9194 -1.7454 -0.4 0.6 0.5
O -0.9851 -0.4298 -2.0267 5.0 -2.9 3.6
S 1.4496 -0.4978 -1.1762 -4.4 3.0 -3.1
C 1.9218 -1.4199 -2.5761 0.5 -1.3 -2.5
F 2.8763 -0.7172 -3.2968 -0.8 -1.1 0.5
F 2.5214 -2.5935 -2.1361 0.0 0.7 -0.6
F 0.9679 -1.8049 -3.4728 1.2 0.6 1.4
H -2.6987 0.4066 -4.5202 -0.3 0.0 -0.4
H -1.3623 -0.7721 -4.4226 -0.1 0.2 0.0
H -2.7781 -1.0225 -3.4176 0.1 0.4 -0.1
H -1.0120 2.0303 -4.2664 0.4 -0.1 0.2
H 0.0738 2.2035 -2.8262 -0.2 -0.5 -0.9
H 0.3524 0.8668 -3.9870 -0.2 0.2 -0.1
H -2.2582 3.1296 1.0970 -0.2 -0.1 0.0
H -4.6277 2.3412 1.2230 0.3 -0.2 -0.4
H -5.5430 0.9753 -0.6784 0.1 0.1 0.0
H -4.0732 0.3254 -2.5646 0.1 0.2 0.3
```
Positions in Å, forces in eV/Å.

**Energy relative to the best compared isomer or geometry (same formula, charge and spin)**: 0.0 kJ/mol
**E_HOMO**: -7.17 eV
**Total energy**: -56382.69763 eV
**Total charge**: 0

---

No. 2
A structure of composition C40H46Cl62FNO4PS in a non-equilibrium geometry. Source: the Open Molecules 2025 dataset; level of theory: the ωB97M-V functional and the def2-TZVPD basis.

Structure (XYZ):
```
156
Properties=species:S:1:pos:R:3:forces:R:3
C -2.7793 -0.2655 2.2610 0.1 0.0 0.1
C -2.3691 0.6392 1.3382 -0.4 -0.9 0.6
C -1.2991 0.3511 0.4189 1.8 3.0 3.0
N -1.3512 -0.5343 -0.4768 -0.2 -0.2 -1.7
C -2.5020 -1.4387 -0.7146 -1.2 -0.6 0.1
O -3.7624 -0.9217 -0.4217 0.7 0.1 0.1
C -4.1703 0.2297 -1.1397 -1.2 0.0 -0.1
C -4.9133 -0.1182 -2.4257 1.2 -0.1 -0.2
O -5.0798 1.0387 -3.1970 -0.2 0.0 0.0
C -6.0771 1.9118 -2.6938 -0.7 0.3 0.0
C -7.5177 1.3771 -2.8478 0.5 0.1 -0.2
O -8.3338 1.6094 -1.7295 0.2 -0.3 -0.1
C -8.0178 0.8160 -0.5918 0.2 1.1 0.2
C -7.7140 1.7374 0.6040 1.6 0.7 -1.5
C -0.0776 -0.6547 -1.2584 0.1 -1.2 1.2
P 0.5514 -2.3568 -0.6269 0.9 -1.2 -1.2
S 2.1941 -2.9899 -1.4327 0.1 0.2 0.2
C -0.1625 -0.6343 -2.7703 -0.8 0.6 -0.1
Cl -0.5567 -2.2406 -3.4867 -0.3 0.1 0.1
C -1.0976 0.4390 -3.3200 0.4 -0.5 -1.6
C -1.1158 0.3407 -4.8704 -0.1 -0.2 0.8
C 0.8296 0.4010 -0.5734 1.0 -0.2 0.4
C 1.9030 1.1341 -1.3874 -0.6 -0.3 -0.3
C 3.0921 0.2994 -1.8466 0.2 1.0 0.1
C 4.1395 1.2612 -2.4144 -0.3 -0.5 -0.2
C 5.1496 0.5778 -3.3266 0.2 0.5 0.1
O 5.6371 1.4783 -4.3015 0.2 0.1 -0.2
C -0.0066 1.1923 0.4953 -1.1 -1.5 -1.8
C -0.5420 2.5888 0.1375 1.2 0.1 0.1
C 0.4838 3.6595 -0.2252 -1.4 0.8 -0.4
C -0.2528 4.9933 -0.2690 0.2 -0.1 0.5
Cl 1.7947 3.8209 0.9600 -0.1 -0.4 -0.1
C 0.6431 0.9323 1.8690 -0.6 1.1 0.3
C 0.2273 1.8259 3.0228 0.2 -0.5 0.2
F 0.2747 -0.3760 2.2121 0.1 -0.4 -0.3
H -2.1357 -0.6166 3.0534 0.7 -1.5 -0.9
H -3.7819 -0.6429 2.2731 -0.8 1.4 1.0
H -2.8747 1.5930 1.3490 -1.0 -0.1 -1.5
H -2.3730 -2.2745 -0.0400 0.0 -0.2 0.2
H -2.4899 -1.8480 -1.7210 0.6 0.4 -0.3
H -4.8726 0.7477 -0.4960 0.0 0.1 0.4
H -3.3829 0.9422 -1.3549 0.5 0.0 -0.1
H -5.8311 -0.6647 -2.2336 -0.2 0.0 0.1
H -4.2627 -0.7710 -3.0054 0.0 -0.2 -0.3
H -5.9964 2.8166 -3.2786 0.2 0.2 -0.2
H -5.9282 2.2099 -1.6547 0.2 -0.2 0.2
H -7.4622 0.3275 -3.1467 -0.2 0.1 0.4
H -7.9771 1.9068 -3.6706 -0.3 0.0 -0.2
H -8.8519 0.1532 -0.3831 -0.1 0.2 -0.3
H -7.1374 0.1948 -0.7434 -0.1 -0.1 -0.5
H -8.0826 2.7307 0.4015 -0.4 0.3 0.0
H -6.6366 1.7920 0.7253 0.3 0.5 -0.1
H -8.1438 1.3177 1.5067 2.4 2.4 -1.2
H -0.4744 -3.2943 -0.9095 0.1 0.8 0.4
H 0.6247 -2.2824 0.7796 -0.4 0.4 -0.1
H 0.8088 -0.3996 -3.1699 0.5 -0.2 0.2
H -2.1159 0.2774 -3.0134 -0.4 0.3 0.6
H -0.7237 1.4315 -3.0905 -0.1 0.1 0.6
H -1.3344 1.2921 -5.3303 -0.1 0.2 -0.1
H -0.1783 -0.0576 -5.2321 0.3 0.1 -0.2
H -1.8759 -0.3793 -5.1289 -0.2 -0.1 -0.4
H 1.4400 -0.2454 0.0564 0.3 0.1 0.3
H 2.3053 1.8961 -0.7329 0.1 0.3 0.1
H 1.4634 1.6217 -2.2574 -0.1 0.3 -0.1
H 3.4863 -0.2184 -0.9821 0.2 -0.5 0.0
H 2.8514 -0.4073 -2.6285 -0.2 -0.4 0.0
H 3.6052 1.9971 -3.0153 -0.1 0.2 -0.2
H 4.6392 1.8136 -1.6251 0.1 0.1 0.1
H 4.7473 -0.3277 -3.7812 -0.2 -0.1 -0.1
H 6.0278 0.2832 -2.7675 0.2 -0.2 0.2
H 4.8928 1.9186 -4.7258 0.1 -0.1 0.0
H -1.1416 3.0010 0.9381 -0.1 -0.1 0.4
H -1.2229 2.4801 -0.7053 0.0 0.1 -0.3
H 0.8399 3.4914 -1.2299 0.8 -0.3 0.0
H -1.0811 4.9671 -0.9650 -0.1 0.0 -0.3
H 0.4200 5.8055 -0.5063 0.1 0.2 -0.2
H -0.6444 5.1834 0.7245 -0.2 0.2 0.2
H 1.7187 0.9499 1.7431 0.2 -0.1 0.1
H 0.1678 1.1956 3.9031 -0.1 -0.2 0.2
H 0.9960 2.5450 3.2432 0.1 0.5 -0.1
H -0.7284 2.3121 2.8943 -0.2 0.2 -0.1
C 11.7938 0.2002 -3.5246 0.0 0.1 0.0
Cl 11.8009 1.7824 -4.3097 0.0 0.0 0.0
Cl 10.3707 0.0928 -2.4572 0.0 0.3 -0.2
Cl 11.7257 -1.0647 -4.7462 0.0 0.1 0.0
Cl 13.2628 0.0218 -2.5619 0.0 0.0 0.0
C -8.3722 -1.0431 1.9126 -0.3 -0.1 0.1
Cl -6.6848 -0.5645 1.6238 0.5 -1.1 0.5
Cl -8.4909 -1.9038 3.4463 0.1 0.1 -0.1
Cl -9.3793 0.4038 1.9632 -4.4 -3.4 2.7
Cl -8.9059 -2.0922 0.5985 0.0 -0.3 0.2
C 0.4782 -2.8723 5.5595 0.1 0.0 0.1
Cl -0.2522 -4.3883 6.0870 0.0 0.0 0.0
Cl -0.7125 -1.9211 4.6635 0.1 -0.1 0.0
Cl 1.0141 -1.9528 6.9659 0.0 0.0 0.0
Cl 1.8604 -3.2113 4.5121 -0.1 -0.1 0.0
C -1.0439 8.6521 -2.0731 0.0 0.1 0.0
Cl 0.3706 7.8975 -2.8246 0.0 0.0 0.0
Cl -0.7422 8.8838 -0.3452 0.0 -0.1 -0.1
Cl -1.3480 10.2123 -2.8316 0.0 -0.1 0.0
Cl -2.4568 7.6061 -2.2915 0.0 0.0 0.0
C -4.3960 -0.4579 5.8714 0.0 0.0 0.2
Cl -5.6157 0.1310 7.0013 0.3 -0.2 -0.3
Cl -3.1351 0.7715 5.6596 0.0 0.0 0.0
Cl -3.6671 -1.9354 6.5044 -0.1 0.0 0.0
Cl -5.1610 -0.7745 4.3063 -0.2 -0.1 0.6
C -9.4362 -1.8108 -5.6043 -0.1 -0.1 0.0
Cl -10.4883 -0.5093 -6.1627 0.0 0.0 0.0
Cl -7.9295 -1.1167 -4.9772 0.0 -0.2 -0.3
Cl -10.2425 -2.7125 -4.3201 0.1 0.1 0.0
Cl -9.0707 -2.8945 -6.9487 0.0 0.0 0.0
C 12.0779 -4.1719 -1.3058 0.0 -0.1 0.0
Cl 13.8155 -3.9190 -1.4965 0.0 0.0 0.0
Cl 11.7186 -4.5754 0.3733 0.1 -0.1 -0.1
Cl 11.2245 -2.6925 -1.7524 0.0 -0.3 0.2
Cl 11.5586 -5.4924 -2.3599 0.0 0.0 0.0
C 5.7611 4.7017 0.8693 0.0 0.1 0.0
Cl 4.3480 5.3441 0.0210 0.4 0.2 -0.1
Cl 6.7599 6.0388 1.4391 0.0 0.0 0.0
Cl 5.2286 3.7265 2.2505 0.1 0.1 -0.2
Cl 6.6994 3.6944 -0.2308 0.0 -0.1 0.0
C -1.8028 -6.4656 -0.7467 0.1 -0.3 0.0
Cl -2.4688 -7.3436 -2.1198 0.0 0.1 0.0
Cl -2.2595 -4.7496 -0.8739 -0.4 -0.2 -0.1
Cl -2.4449 -7.1238 0.7567 0.0 0.1 0.0
Cl -0.0440 -6.5825 -0.7524 0.0 0.1 0.0
C 9.8737 -2.8231 3.7729 0.1 -0.1 0.1
Cl 10.7162 -4.3550 4.0249 0.1 -0.1 0.0
Cl 9.6511 -2.5890 2.0374 -0.3 0.2 0.2
Cl 8.3194 -2.8851 4.6138 0.0 -0.1 -0.1
Cl 10.8372 -1.5016 4.4358 0.0 0.0 -0.1
C -13.6649 -5.0094 -3.2430 0.0 0.0 0.0
Cl -15.4015 -5.3150 -3.1870 0.0 0.0 0.0
Cl -13.2333 -4.3183 -4.8093 -0.1 -0.1 0.0
Cl -13.2235 -3.8709 -1.9622 0.0 0.0 0.0
Cl -12.7893 -6.5256 -3.0078 0.0 0.0 0.0
C 14.4133 -3.0690 -7.5473 0.0 0.0 0.0
Cl 16.1284 -2.6965 -7.7359 0.0 0.0 0.0
Cl 14.1005 -3.5740 -5.8821 0.0 0.0 0.0
Cl 13.4546 -1.6304 -7.9221 0.0 0.0 0.0
Cl 13.9682 -4.3747 -8.6507 0.0 0.0 0.0
C -9.3355 1.1879 9.3688 -0.1 0.0 0.1
Cl -7.7065 1.3219 8.6848 -0.2 0.2 0.2
Cl -10.1683 -0.1814 8.6266 0.0 0.0 0.0
Cl -9.2203 0.9373 11.1108 0.0 0.0 0.0
Cl -10.2301 2.6730 9.0410 0.0 0.0 0.0
C 5.4675 0.2320 4.9498 0.2 -0.1 0.1
Cl 7.0974 0.3127 4.2808 -0.2 0.3 -0.1
Cl 4.6642 -1.2185 4.3335 0.0 0.1 0.0
Cl 5.5763 0.1319 6.7075 0.0 0.0 0.1
Cl 4.5251 1.6768 4.5227 0.0 -0.2 0.0
C 10.4699 -1.0486 8.7277 0.0 0.0 0.0
Cl 9.1803 -0.6201 7.5982 -0.1 0.0 0.0
Cl 9.7980 -1.2240 10.3514 0.0 0.0 0.0
Cl 11.2041 -2.5744 8.2237 0.0 0.0 0.0
Cl 11.6953 0.2234 8.7292 0.0 0.0 0.0
```
Positions in Å, forces in eV/Å.

**E_HOMO**: -11.14 eV
**Total energy**: -851119.79102 eV
**Total charge**: +1

---

No. 3
A cluster of 2 separate species, C7H9NO2 in total in a non-equilibrium geometry. Source: the Open Molecules 2025 dataset; level of theory: the ωB97M-V functional and the def2-TZVPD basis.

Structure (XYZ):
```
19
Properties=species:S:1:pos:R:3:forces:R:3
C 0.3865 -2.1498 2.0171 -0.3 -1.7 -1.8
C 1.2144 -2.3815 0.7240 0.3 -0.1 0.9
C -0.4196 2.7778 -1.9204 -0.3 1.0 0.7
C -0.8859 2.7048 -0.5783 0.4 -0.7 -0.1
C -0.7224 1.4963 0.1390 -0.2 0.5 -3.6
C -0.2034 0.4641 -0.6042 0.4 -0.1 -1.0
C 0.3647 0.6939 -1.9374 1.5 -3.6 2.9
H -1.5870 -1.6625 2.5204 2.8 -2.3 -3.0
H 2.2636 -2.6609 1.2116 -2.2 0.4 -1.9
H 0.7173 -3.1048 -0.0404 1.1 1.1 1.6
H 1.1946 -1.3620 0.2611 0.8 -1.1 0.2
H -0.5059 3.6129 -2.6130 -0.5 0.4 0.8
H -1.4700 3.3550 0.0799 0.3 1.0 -1.4
H -1.3428 1.3973 0.9796 0.0 -0.5 1.5
H -0.3296 -0.5260 -0.1999 0.3 -0.2 -0.3
H 1.1001 -0.1949 -2.2747 -2.0 2.2 0.1
N 0.2798 1.8213 -2.5626 -0.3 0.1 0.3
O 0.9210 -2.1283 3.0803 -0.9 0.7 0.6
O -0.9755 -2.1527 1.7181 -1.4 2.6 3.5
```
Positions in Å, forces in eV/Å.

**Energy relative to the best compared isomer or geometry (same formula, charge and spin)**: 249.4 kJ/mol
**E_HOMO**: -9.45 eV
**Total energy**: -12987.91019 eV
**Total charge**: 0
**Structure (SMILES)**: c1ccncc1.CC(=O)O

---

Which of these has the lowest total energy?
C40H46Cl62FNO4PS

---

Repeat the third record exactly.
A cluster of 2 separate species, C7H9NO2 in total in a non-equilibrium geometry. Source: the Open Molecules 2025 dataset; level of theory: the ωB97M-V functional and the def2-TZVPD basis.

Structure (XYZ):
```
19
Properties=species:S:1:pos:R:3:forces:R:3
C 0.3865 -2.1498 2.0171 -0.3 -1.7 -1.8
C 1.2144 -2.3815 0.7240 0.3 -0.1 0.9
C -0.4196 2.7778 -1.9204 -0.3 1.0 0.7
C -0.8859 2.7048 -0.5783 0.4 -0.7 -0.1
C -0.7224 1.4963 0.1390 -0.2 0.5 -3.6
C -0.2034 0.4641 -0.6042 0.4 -0.1 -1.0
C 0.3647 0.6939 -1.9374 1.5 -3.6 2.9
H -1.5870 -1.6625 2.5204 2.8 -2.3 -3.0
H 2.2636 -2.6609 1.2116 -2.2 0.4 -1.9
H 0.7173 -3.1048 -0.0404 1.1 1.1 1.6
H 1.1946 -1.3620 0.2611 0.8 -1.1 0.2
H -0.5059 3.6129 -2.6130 -0.5 0.4 0.8
H -1.4700 3.3550 0.0799 0.3 1.0 -1.4
H -1.3428 1.3973 0.9796 0.0 -0.5 1.5
H -0.3296 -0.5260 -0.1999 0.3 -0.2 -0.3
H 1.1001 -0.1949 -2.2747 -2.0 2.2 0.1
N 0.2798 1.8213 -2.5626 -0.3 0.1 0.3
O 0.9210 -2.1283 3.0803 -0.9 0.7 0.6
O -0.9755 -2.1527 1.7181 -1.4 2.6 3.5
```
Positions in Å, forces in eV/Å.

**Energy relative to the best compared isomer or geometry (same formula, charge and spin)**: 249.4 kJ/mol
**E_HOMO**: -9.45 eV
**Total energy**: -12987.91019 eV
**Total charge**: 0
**Structure (SMILES)**: c1ccncc1.CC(=O)O